This record from the OMol25 dataset describes a structure of composition C16H34CoO3P2S at a distorted geometry. The level of theory is the ωB97M-V functional and the def2-TZVPD basis.

Atoms and positions in Å:
1 P 2.208 1.612 1.154
2 P 2.326 0.126 -1.706
3 C 3.865 1.298 0.359
4 C 3.762 1.188 -1.173
5 H 4.244 0.359 0.797
6 H 4.520 2.132 0.644
7 H 3.609 2.178 -1.639
8 H 4.663 0.721 -1.596
9 C 3.007 -1.525 -1.296
10 H 2.355 -2.290 -1.737
11 H 3.058 -1.663 -0.211
12 H 4.005 -1.601 -1.726
13 C 2.523 0.111 -3.520
14 H 3.509 -0.306 -3.775
15 H 2.431 1.136 -3.912
16 H 1.731 -0.528 -3.948
17 C 2.616 1.841 2.913
18 H 1.680 2.071 3.448
19 H 3.325 2.672 3.031
20 H 3.049 0.910 3.310
21 C 1.933 3.342 0.610
22 H 1.761 3.384 -0.472
23 H 2.813 3.935 0.865
24 H 1.056 3.738 1.137
25 Co -2.964 -0.300 0.762
26 C -1.383 -0.755 -1.602
27 C -0.817 -1.737 -0.878
28 C 0.207 -1.566 0.178
29 C -0.254 -1.297 1.628
30 C -1.120 -0.089 1.816
31 C -1.218 1.031 0.987
32 C -0.465 1.260 -0.282
33 C -1.096 0.709 -1.574
34 C -4.258 0.881 1.364
35 H -2.070 -1.046 -2.400
36 H -0.991 -2.781 -1.164
37 H 0.830 -0.720 -0.128
38 H 0.883 -2.436 0.171
39 H -0.789 -2.190 1.991
40 H 0.663 -1.163 2.233
41 H -1.477 0.046 2.845
42 H -1.617 1.937 1.474
43 H 0.547 0.818 -0.187
44 H -0.295 2.343 -0.415
45 H -2.042 1.258 -1.718
46 H -0.431 0.966 -2.421
47 H -5.018 1.011 0.584
48 H -3.836 1.848 1.657
49 H -4.706 0.347 2.216
50 C -5.393 -3.196 0.410
51 S -3.728 -2.691 -0.069
52 O -2.920 -2.493 1.178
53 O -3.257 -3.679 -1.016
54 O -3.904 -1.305 -0.657
55 H -5.564 -4.251 0.151
56 H -6.081 -2.568 -0.177
57 H -5.487 -3.038 1.486

Results
Gap between HOMO and LUMO (alpha / beta), eV: 7.984 / 8.504
Multiplicity: 4
Net charge: 0
Max |F|, eV/A: 2.2
ΔE to the lowest compared entry with this formula, charge and spin, kJ/mol: 0.0

This record from the OMol25 dataset describes a structure of composition C16H34HfOP2 at a distorted geometry. The level of theory is the ωB97M-V functional and the def2-TZVPD basis.

Atoms and positions in Å:
1 P 0.193 -1.414 -3.012
2 P 0.014 1.807 -2.899
3 C -0.209 -0.475 -4.582
4 C 0.292 0.975 -4.554
5 H -1.305 -0.513 -4.695
6 H 0.247 -1.025 -5.420
7 H 1.375 1.023 -4.749
8 H -0.227 1.577 -5.316
9 C -1.586 2.654 -3.247
10 H -1.790 3.345 -2.422
11 H -2.390 1.910 -3.295
12 H -1.534 3.213 -4.197
13 C 1.161 3.229 -3.107
14 H 0.973 3.754 -4.057
15 H 2.191 2.853 -3.084
16 H 1.010 3.914 -2.265
17 C -0.964 -2.826 -3.228
18 H -0.749 -3.563 -2.447
19 H -0.847 -3.286 -4.223
20 H -1.989 -2.459 -3.102
21 C 1.764 -2.225 -3.535
22 H 2.560 -1.473 -3.593
23 H 1.641 -2.720 -4.514
24 H 2.030 -2.967 -2.775
25 Hf -0.034 0.045 3.800
26 C 0.688 1.603 2.150
27 C -0.733 1.536 2.059
28 C -1.486 0.766 0.962
29 C -1.871 -0.702 1.352
30 C -0.820 -1.453 2.171
31 C 0.566 -1.377 1.952
32 C 1.212 -0.580 0.805
33 C 1.647 0.866 1.211
34 C 0.163 -1.840 5.073
35 H 1.155 2.399 2.722
36 H -1.352 2.240 2.598
37 H -0.967 0.761 -0.012
38 H -2.432 1.290 0.766
39 H -2.813 -0.693 1.912
40 H -2.131 -1.260 0.426
41 H -1.237 -2.326 2.704
42 H 1.233 -2.153 2.357
43 H 0.591 -0.554 -0.107
44 H 2.114 -1.126 0.481
45 H 2.637 0.797 1.681
46 H 1.836 1.434 0.277
47 H 0.882 -1.768 5.892
48 H 0.372 -2.768 4.530
49 H -0.828 -1.891 5.588
50 C -0.067 0.259 7.045
51 O -0.096 0.691 5.674
52 H 0.983 0.196 7.424
53 H -0.426 -0.720 7.294
54 H -0.646 1.018 7.531

Results
Gap between HOMO and LUMO (alpha / beta), eV: 2.617 / 2.661
Net charge: +2
Max |F|, eV/A: 9.4

This record from the OMol25 dataset describes a structure of composition C16H34MgO14 at a distorted geometry. The level of theory is the ωB97M-V functional and the def2-TZVPD basis.

Atoms and positions in Å:
1 Mg -0.537 0.292 -0.344
2 C -4.572 0.472 -0.057
3 C -3.426 0.539 0.940
4 O -2.236 0.859 0.387
5 H -4.306 -0.191 -0.883
6 H -4.765 1.456 -0.505
7 H -5.507 0.148 0.406
8 H -3.434 -0.447 1.476
9 H -3.681 1.224 1.783
10 C -0.070 0.364 -4.569
11 C -1.139 0.149 -3.498
12 O -0.631 -0.095 -2.264
13 H 0.515 1.254 -4.292
14 H -0.454 0.525 -5.578
15 H 0.656 -0.452 -4.576
16 H -1.783 -0.702 -3.821
17 H -1.813 1.032 -3.557
18 C 2.997 -1.470 1.630
19 O 3.297 -1.869 0.292
20 C 2.830 -1.058 -0.656
21 O 1.931 -0.273 -0.531
22 O 3.554 -1.240 -1.748
23 C 3.054 -0.626 -2.942
24 H 3.263 -0.430 1.816
25 H 3.578 -2.098 2.302
26 H 1.941 -1.622 1.835
27 H 2.334 -1.289 -3.408
28 H 3.891 -0.515 -3.628
29 H 2.642 0.353 -2.719
30 C 1.010 -4.341 1.363
31 O 0.040 -3.307 1.323
32 C -0.293 -2.785 0.148
33 O -0.796 -1.695 0.057
34 O -0.082 -3.614 -0.846
35 C -0.426 -3.130 -2.171
36 H 0.708 -5.288 0.914
37 H 1.230 -4.527 2.411
38 H 1.930 -4.034 0.860
39 H 0.181 -2.269 -2.425
40 H -1.475 -2.856 -2.168
41 H -0.199 -3.959 -2.833
42 C -1.045 2.265 2.952
43 O -0.541 1.140 3.687
44 C 0.095 0.236 2.948
45 O 0.289 0.354 1.771
46 O 0.445 -0.841 3.631
47 C 0.124 -0.949 5.023
48 H -1.719 1.935 2.162
49 H -0.276 2.902 2.514
50 H -1.562 2.873 3.696
51 H 0.304 -1.992 5.286
52 H -0.917 -0.697 5.185
53 H 0.834 -0.382 5.625
54 C -1.467 3.558 -1.821
55 O -0.480 4.229 -1.012
56 C 0.281 3.411 -0.332
57 O 0.246 2.209 -0.410
58 O 1.109 4.096 0.448
59 C 2.163 3.369 1.066
60 H -1.972 2.784 -1.242
61 H -1.013 3.103 -2.701
62 H -2.156 4.336 -2.132
63 H 3.094 3.867 0.810
64 H 2.181 2.319 0.774
65 H 2.025 3.395 2.149

Results
Gap between HOMO and LUMO, eV: 7.742
Net charge: 0
Max |F|, eV/A: 1.2
ΔE to the lowest compared entry with this formula, charge and spin, kJ/mol: 32.3

This record from the OMol25 dataset describes a structure of composition C16H34MnP2 at a distorted geometry. The level of theory is the ωB97M-V functional and the def2-TZVPD basis.

Atoms and positions in Å:
1 P -0.092 -3.529 -4.278
2 P 1.560 -5.246 -1.088
3 C 0.944 -5.117 -4.078
4 C 0.900 -5.939 -2.783
5 H 2.003 -4.896 -4.330
6 H 0.549 -5.732 -4.933
7 H -0.106 -6.329 -2.618
8 H 1.524 -6.845 -2.914
9 C 3.332 -5.277 -1.406
10 H 3.837 -4.714 -0.618
11 H 3.626 -4.913 -2.397
12 H 3.664 -6.330 -1.337
13 C 1.349 -6.501 0.193
14 H 2.057 -7.328 -0.008
15 H 0.330 -6.884 0.219
16 H 1.612 -6.041 1.142
17 C 0.095 -3.065 -6.032
18 H -0.469 -2.138 -6.175
19 H -0.392 -3.879 -6.594
20 H 1.139 -2.958 -6.347
21 C -1.753 -4.194 -4.340
22 H -1.977 -4.910 -3.552
23 H -1.830 -4.693 -5.313
24 H -2.413 -3.331 -4.317
25 Mn 0.335 -1.134 -0.902
26 C 1.093 -3.741 -0.134
27 C 1.806 -2.562 -0.844
28 C 1.907 -2.530 -2.325
29 C 1.139 -1.342 -2.974
30 C -0.351 -1.720 -3.249
31 C -1.160 -2.142 -1.999
32 C -1.070 -3.504 -1.432
33 C -0.408 -3.385 -0.011
34 C -0.857 0.374 -0.825
35 H 1.588 -3.955 0.862
36 H 2.707 -2.151 -0.333
37 H 1.515 -3.490 -2.700
38 H 2.927 -2.566 -2.712
39 H 1.370 -0.357 -2.471
40 H 1.594 -1.189 -4.004
41 H -0.891 -0.876 -3.805
42 H -2.177 -1.784 -2.058
43 H -0.450 -4.231 -2.013
44 H -2.031 -4.035 -1.357
45 H -0.641 -2.417 0.484
46 H -0.975 -4.129 0.635
47 H -1.370 0.304 0.142
48 H -1.542 0.355 -1.681
49 H -0.125 1.223 -0.853
50 C 0.848 -0.518 0.877
51 H -0.060 -0.426 1.476
52 H 1.284 0.490 0.696
53 H 1.574 -1.171 1.362

Results
Gap between HOMO and LUMO (alpha / beta), eV: 4.011 / 6.362
Multiplicity: 6
Net charge: 0
Max |F|, eV/A: 3.8
ΔE to the lowest compared entry with this formula, charge and spin, kJ/mol: 430.6